Entry from the Open Molecules 2025 dataset: a structure of composition C24H18AuN4O2S at a distorted geometry (ωB97M-V/def2-TZVPD).

Values from the calculation:
Expectation value of S²: 2.094
Max |F|, eV/A: 1.4
LUMO (spin up / spin down), eV: -3.6 / -5.9
Energy above the lowest of the compared OMol25 structures with the same formula, charge and spin, kJ/mol: 30.6
Charge: +1
E, eV: -49753.7168
2S+1: 3
HOMO level (spin up / spin down), eV: -11.4 / -11.8

Atoms and positions in Å:
Au -0.1261 -0.2451 -0.1788
O -0.3692 2.0863 0.1826
C -1.1030 2.5124 1.1078
C -2.1407 3.4690 0.8377
C -2.9200 3.9692 1.8352
C -2.7395 3.5407 3.1705
C -1.7651 2.6185 3.4794
C -0.9423 2.0721 2.4886
C 0.0455 1.1124 2.8670
N 0.7776 0.4474 2.0410
N 1.8029 -0.2831 2.2372
C 2.2717 -1.0636 1.2459
O 1.7599 -1.0911 0.0911
C 3.4637 -1.8679 1.5327
C 3.9875 -2.6681 0.5137
C 5.0999 -3.4508 0.7545
C 5.6916 -3.4458 2.0113
C 5.1717 -2.6538 3.0265
C 4.0631 -1.8618 2.7930
H -2.2462 3.7994 -0.1877
H -3.6767 4.7090 1.6097
H -3.3733 3.9403 3.9501
H -1.6217 2.3011 4.5054
H 0.1779 0.9347 3.9333
H 3.5090 -2.6603 -0.4549
H 5.5043 -4.0677 -0.0366
H 6.5634 -4.0585 2.1992
H 5.6388 -2.6581 4.0022
H 3.6613 -1.2329 3.5764
S -6.7754 -0.0162 -0.1941
C -4.9899 -0.0650 -0.2377
C -4.2760 0.6036 -1.2234
C -2.8972 0.5131 -1.2296
N -2.2246 -0.1964 -0.3172
C -2.9101 -0.8295 0.6461
C -4.2870 -0.7831 0.7243
C -7.0114 -1.4593 -1.2487
C -7.1308 -2.7184 -0.6853
C -7.2960 -3.7971 -1.5476
N -7.3469 -3.6663 -2.8660
C -7.2471 -2.4530 -3.3927
C -7.0810 -1.3069 -2.6233
H -4.7872 1.1860 -1.9764
H -2.3036 1.0224 -1.9766
H -2.3311 -1.3916 1.3661
H -4.8068 -1.3036 1.5156
H -7.1027 -2.8580 0.3867
H -7.3950 -4.8046 -1.1595
H -7.3084 -2.3896 -4.4733
H -7.0168 -0.3297 -3.0819